No. 1
135
Properties=species:S:1:pos:R:3:lowdin_charge:R:1 method="wB97M-V/def2-TZVPD" e_tot_ha=-6143.56503 spin_multiplicity=1 e_lumo_ev=-0.340 e_above_lowest_ev=1.059 homo_ha=-0.255
Pt -0.872 -0.620 -0.614 0.718
Br 10.071 3.849 5.897 0.723
C 8.495 2.921 5.404 -0.701
C 8.420 2.316 4.156 -0.128
C 7.265 1.647 3.798 -0.026
C 6.193 1.555 4.685 -0.253
C 6.293 2.157 5.929 -0.029
C 7.440 2.848 6.294 -0.130
N 4.965 0.886 4.403 0.061
N 4.879 0.465 3.236 0.062
C 3.641 -0.011 2.828 -0.227
C 2.532 -0.122 3.648 -0.008
C 1.274 -0.396 3.139 -0.034
C 1.037 -0.489 1.763 -0.366
O -0.175 -0.659 1.351 -0.239
C 2.193 -0.448 0.892 -0.160
N 1.981 -0.555 -0.440 0.108
C 3.014 -0.569 -1.238 -0.173
C 4.348 -0.522 -0.784 -0.049
C 4.579 -0.383 0.552 -0.007
C 3.484 -0.303 1.441 -0.097
H 9.255 2.380 3.472 0.099
H 7.178 1.175 2.829 0.098
H 5.453 2.090 6.610 0.111
H 7.508 3.333 7.258 0.099
H 2.668 0.009 4.715 0.109
H 0.426 -0.517 3.802 0.121
H 2.813 -0.648 -2.303 0.073
H 5.160 -0.569 -1.499 0.108
H 5.583 -0.326 0.948 0.107
I 0.096 -1.790 -3.566 1.125
C -1.217 -3.399 -3.826 -0.623
C -1.922 -3.380 -4.995 -0.168
C -2.608 -4.529 -5.440 -0.070
C -2.476 -5.690 -4.747 -0.033
C -1.760 -5.733 -3.524 -0.164
C -1.591 -6.971 -2.859 -0.027
C -0.901 -7.039 -1.689 -0.053
C -0.479 -5.850 -1.067 -0.086
C -0.653 -4.616 -1.641 -0.297
P -0.562 -3.190 -0.437 1.019
C -1.952 -3.698 0.657 -0.359
C -2.987 -4.526 0.226 -0.095
C -4.061 -4.807 1.062 -0.084
C -4.116 -4.261 2.335 -0.083
C -3.107 -3.405 2.759 -0.066
C -2.042 -3.110 1.921 -0.117
C 0.934 -3.701 0.497 -0.362
C 0.943 -4.264 1.769 -0.083
C 2.147 -4.599 2.380 -0.070
C 3.350 -4.377 1.728 -0.073
C 3.347 -3.840 0.447 -0.070
C 2.148 -3.506 -0.160 -0.111
C -1.194 -4.546 -2.971 -0.204
H -1.915 -2.492 -5.613 0.090
H -3.167 -4.493 -6.366 0.108
H -2.901 -6.612 -5.126 0.115
H -2.013 -7.862 -3.309 0.116
H -0.734 -7.990 -1.199 0.111
H -0.049 -5.915 -0.076 0.109
H -2.980 -4.945 -0.772 0.102
H -4.862 -5.443 0.706 0.105
H -4.949 -4.485 2.989 0.103
H -3.154 -2.958 3.744 0.108
H -1.290 -2.393 2.231 0.092
H 0.017 -4.453 2.294 0.098
H 2.137 -5.033 3.371 0.104
H 4.286 -4.622 2.214 0.104
H 4.280 -3.670 -0.077 0.107
H 2.151 -3.088 -1.158 0.080
C -3.150 3.688 1.523 -0.066
C -4.408 4.008 0.728 -0.356
C -4.308 5.413 0.105 -0.066
C -4.897 2.921 -0.242 -0.131
C -6.269 2.987 -0.488 -0.051
C -6.937 2.011 -1.194 -0.076
C -6.235 0.865 -1.524 -0.048
C -4.867 0.752 -1.307 -0.135
C -4.323 -0.657 -1.422 -0.338
C -4.128 -1.173 0.012 -0.035
C -3.113 -0.872 -2.309 -0.083
C -4.152 1.851 -0.786 -0.085
N -2.723 2.039 -0.948 0.088
B -1.401 1.390 -0.721 -0.479
N -0.448 2.443 -1.017 0.038
C -1.143 3.559 -1.497 -0.090
C -2.453 3.321 -1.474 -0.090
C 0.985 2.572 -0.961 -0.104
C 1.690 2.524 -2.179 -0.131
C 3.067 2.707 -2.171 -0.047
C 3.745 2.938 -0.991 -0.071
C 3.032 3.050 0.188 -0.037
C 1.645 2.904 0.235 -0.111
C 1.005 3.357 1.546 -0.324
C 0.486 4.793 1.351 -0.046
C -0.059 2.462 2.184 -0.040
C 0.987 2.407 -3.522 -0.357
C 1.692 1.440 -4.474 -0.094
C 0.911 3.779 -4.206 -0.051
H -3.039 4.422 2.324 0.090
H -2.261 3.735 0.904 0.040
H -3.207 2.698 1.979 0.094
H -5.216 4.057 1.462 0.128
H -3.309 5.598 -0.291 0.066
H -4.509 6.174 0.861 0.079
H -5.031 5.546 -0.702 0.077
H -6.818 3.836 -0.094 0.117
H -7.991 2.103 -1.420 0.102
H -6.762 0.024 -1.961 0.111
H -5.116 -1.258 -1.873 0.130
H -4.927 -0.802 0.655 0.097
H -4.150 -2.262 0.047 0.062
H -3.174 -0.822 0.416 0.057
H -2.173 -0.523 -1.816 -0.074
H -3.166 -0.323 -3.249 0.106
H -3.001 -1.934 -2.521 0.066
H -0.633 4.451 -1.817 0.122
H -3.249 3.954 -1.820 0.126
H 3.616 2.687 -3.106 0.109
H 4.820 3.068 -0.990 0.107
H 3.561 3.293 1.103 0.116
H 1.827 3.418 2.262 0.124
H -0.313 4.826 0.610 0.056
H 1.291 5.451 1.019 0.083
H 0.093 5.183 2.293 0.080
H -0.769 2.067 1.467 0.042
H -0.606 3.028 2.940 0.085
H 0.408 1.612 2.681 0.049
H -0.029 2.044 -3.354 0.126
H 2.677 1.811 -4.764 0.074
H 1.105 1.316 -5.386 0.081
H 1.829 0.459 -4.022 -0.010
H 1.918 4.148 -4.418 0.084
H 0.409 4.521 -3.588 0.061
H 0.369 3.702 -5.151 0.083

=====

No. 2
23
Properties=species:S:1:pos:R:3:lowdin_charge:R:1 method="wB97M-V/def2-TZVPD" e_tot_ha=-478.41683 total_charge=+1 spin_multiplicity=1 e_lumo_ev=-2.871 e_above_lowest_ev=1.302 homo_ha=-0.546
C 0.320 2.148 0.902 -0.041
N -0.661 1.118 0.509 0.083
H 0.967 2.297 0.040 0.087
H -0.125 3.059 1.335 0.109
H 0.947 1.684 1.705 0.096
H -0.391 0.475 -0.315 0.115
H -1.533 1.605 0.370 0.149
H -0.855 0.433 1.281 0.127
H -2.176 -2.203 1.416 0.054
H -3.201 -1.440 0.701 0.065
O -2.389 -1.279 1.211 -0.067
H 2.939 0.911 -1.770 0.077
H 2.650 -0.493 -2.224 0.093
O 2.197 0.341 -1.992 -0.034
H -0.450 1.460 -2.401 0.055
H 0.557 0.330 -2.012 0.024
O -0.422 0.580 -2.050 -0.075
H -1.231 -1.913 -0.814 0.061
H -0.381 -3.139 -0.902 0.060
O -0.593 -2.442 -0.272 -0.073
H 0.901 -1.549 1.237 0.020
H 1.721 -1.231 2.360 0.070
O 1.210 -0.750 1.687 -0.056

=====

No. 3
13
Properties=species:S:1:pos:R:3:lowdin_charge:R:1 method="wB97M-V/def2-TZVPD" e_tot_ha=-739.17075 total_charge=-1 spin_multiplicity=1 e_lumo_ev=3.589 e_above_lowest_ev=1.928 homo_ha=-0.161
C 1.182 -1.232 1.628 -0.438
C -1.163 -0.157 1.429 -0.036
C -0.135 -1.266 1.104 -0.229
N -1.359 -2.775 -1.035 -0.374
O 2.322 -0.850 1.781 0.088
O 0.285 -1.979 2.328 0.063
O -1.156 -3.449 -3.571 -0.688
P -0.400 -2.891 -2.360 0.462
H -0.747 0.912 1.516 0.096
H -1.861 -0.132 0.593 0.058
H -1.637 -0.359 2.364 0.058
H -0.353 -1.931 0.163 0.051
H -2.257 -3.057 -1.270 -0.111

=====

| no. | orbital gap (eV) |
| --- | --- |
| 1 | 6.595 |
| 2 | 11.986 |
| 3 | 7.957 |